[1]
Formula: C49H68BBr2FN7O4Pt
Source: the OMol25 dataset
Level of theory: ωB97M-V with the def2-TZVPD basis set

Calculated values
HOMO ... -14.83 eV
Net charge ... +3
Kohn-Sham gap ... 5.36 eV
Energy relative to the best compared isomer or geometry (same formula, charge and spin) ... 8.9 kJ/mol

Positions of all 133 atoms, in Å:
Pt (-0.23, -1.00, 0.17)
Br (2.34, -2.10, -1.75)
Br (4.93, -0.98, -0.20)
F (5.40, 3.15, 0.35)
O (-1.16, -0.11, -1.37)
O (0.74, -1.97, 1.70)
O (-2.59, 1.57, -1.55)
O (1.16, 0.65, 0.11)
N (0.28, 4.42, -1.19)
N (4.88, 5.82, -0.53)
N (-3.13, -2.15, 0.27)
N (6.20, 8.03, 0.09)
N (-1.63, -3.69, -0.71)
N (1.62, -0.82, 3.46)
N (0.27, -2.66, 3.80)
C (0.87, -1.80, 2.95)
C (0.08, -7.10, 0.67)
C (1.20, -5.79, -1.89)
C (2.58, 5.11, -0.82)
C (1.64, -5.15, 1.10)
C (-3.69, -3.31, 0.14)
C (5.14, 8.19, -0.98)
C (-3.68, -0.18, 1.63)
C (4.21, -2.34, -1.35)
C (2.64, -0.16, 2.64)
C (-1.06, -1.91, -4.42)
C (-5.13, -1.42, -1.77)
C (0.87, -3.07, 5.07)
C (-0.76, -3.57, 3.29)
C (1.58, 4.13, -0.79)
C (-3.91, -0.96, 0.49)
C (-2.73, -4.27, -0.45)
C (3.90, 4.82, -0.46)
C (0.29, -5.22, -1.00)
C (0.32, -5.60, 0.47)
C (-1.77, 0.61, 3.06)
C (-0.08, 5.76, -1.63)
C (-1.40, 6.32, -1.21)
C (-3.44, -1.05, 3.97)
C (4.15, 3.50, -0.02)
C (-5.47, 1.26, 0.88)
C (6.26, 5.57, -0.08)
C (-1.49, 1.16, -1.26)
C (-6.50, -2.11, -1.77)
C (-2.83, -3.63, -3.91)
C (-4.49, 0.93, 1.80)
C (4.83, 6.82, -1.58)
C (-1.62, -2.87, -3.37)
C (-0.39, 2.13, -0.93)
C (-0.59, -3.86, -2.86)
C (-2.70, -0.56, 2.72)
C (1.20, -5.43, -3.23)
C (0.87, 1.78, -0.37)
C (0.32, -4.47, -3.71)
C (3.19, 2.54, 0.03)
C (-4.89, -0.66, -0.48)
C (-0.58, -4.28, -1.53)
C (1.88, 2.83, -0.36)
C (-0.13, 6.87, -0.62)
C (-0.62, 3.44, -1.28)
C (-4.98, -0.49, -2.98)
C (-5.66, 0.48, -0.25)
C (1.46, -0.31, 4.82)
C (7.08, 6.85, -0.21)
B (-1.62, -2.27, -0.09)
H (2.49, -5.63, 0.60)
H (1.76, -4.07, 1.02)
H (2.60, -0.54, 1.62)
H (-3.60, -2.95, -4.26)
H (-2.54, -4.27, -4.75)
H (5.54, 6.58, -2.38)
H (3.86, 6.87, -2.05)
H (1.68, -5.44, 2.15)
H (3.63, -0.35, 3.06)
H (-2.95, -5.30, -0.71)
H (-0.18, -1.39, -4.04)
H (4.32, -3.30, -0.85)
H (0.28, 5.99, -2.63)
H (2.11, -0.80, 5.54)
H (5.74, 7.87, 0.99)
H (-4.72, -3.50, 0.39)
H (-4.37, -2.20, -1.89)
H (-0.34, -4.55, 3.09)
H (-1.25, 0.96, 2.16)
H (7.47, 7.01, -1.22)
H (-5.08, -1.07, -3.91)
H (0.65, -4.13, 5.22)
H (-4.06, -0.26, 4.39)
H (0.43, -0.40, 5.14)
H (2.30, 6.10, -1.11)
H (0.00, -7.33, 1.73)
H (-5.76, 0.26, -2.99)
H (-1.02, 0.30, 3.79)
H (1.90, -5.91, -3.91)
H (-2.08, -1.38, 2.36)
H (6.77, 4.79, -0.65)
H (4.27, 8.63, -0.50)
H (1.95, -2.95, 5.04)
H (-1.55, -3.66, 4.04)
H (1.72, 0.75, 4.80)
H (-6.64, -2.66, -2.70)
H (2.46, 0.91, 2.62)
H (-2.32, 1.45, 3.48)
H (0.35, -4.21, -4.76)
H (0.91, -7.69, 0.27)
H (-6.42, 0.76, -0.97)
H (-1.81, -1.16, -4.66)
H (5.52, 8.89, -1.73)
H (-1.18, -3.16, 2.37)
H (7.92, 6.85, 0.48)
H (-1.59, 3.71, -1.67)
H (-0.83, -7.44, 0.17)
H (0.47, -2.53, 5.92)
H (-0.48, -5.06, 0.98)
H (-6.62, -2.80, -0.94)
H (-2.02, 5.72, -0.56)
H (-4.37, 1.54, 2.69)
H (-4.09, -1.90, 3.75)
H (-0.79, -2.43, -5.34)
H (-6.10, 2.12, 1.04)
H (0.20, 7.85, -0.93)
H (-4.01, 0.01, -2.97)
H (0.08, 6.60, 0.41)
H (-1.95, -2.23, -2.54)
H (4.76, -2.32, -2.28)
H (3.45, 1.54, 0.33)
H (-7.30, -1.37, -1.70)
H (6.25, 5.26, 0.96)
H (-3.27, -4.29, -3.16)
H (-2.73, -1.36, 4.74)
H (1.90, -6.53, -1.53)
H (-1.93, 6.91, -1.93)
H (6.75, 8.88, 0.18)

[2]
Formula: C49H70AsN2O6OsP2SSbSi2
Source: the OMol25 dataset
Level of theory: ωB97M-V with the def2-TZVPD basis set

Calculated values
HOMO (spin up / spin down) ... -7.11 / -7.07 eV
2S+1 ... 5
Net charge ... 0
Kohn-Sham gap (spin up / spin down) ... 7.20 / 5.36 eV

Positions of all 135 atoms, in Å:
Os (0.98, -0.12, 0.27)
Sb (-2.62, -1.92, 0.21)
As (0.34, -0.59, 3.34)
S (1.84, -2.63, 1.35)
P (-0.30, 2.45, -0.41)
P (2.83, 1.61, -0.56)
Si (-0.77, 1.10, -2.99)
Si (3.69, -1.18, -1.63)
O (-1.03, -0.32, 4.42)
O (-0.35, -0.30, 1.78)
O (0.67, -2.34, 0.45)
O (1.41, 0.51, 3.93)
O (2.41, -1.33, 1.78)
O (2.77, -3.56, 0.79)
N (-1.10, 1.43, -1.31)
N (2.56, 0.11, -1.14)
C (-3.69, -4.86, -0.36)
C (-1.24, 5.76, -2.56)
C (-1.64, -4.77, 1.06)
C (-1.38, 3.04, 3.49)
C (-0.14, 6.60, -2.37)
C (4.98, -1.56, -0.34)
C (-5.57, -2.35, -1.15)
C (3.62, 1.50, 2.11)
C (4.03, 4.02, -1.09)
C (-1.47, -4.24, -1.37)
C (4.82, 4.75, -3.24)
C (-3.72, -1.66, -2.68)
C (-3.38, 3.16, 2.15)
C (-2.63, 2.91, 1.01)
C (4.37, 3.57, -3.81)
C (1.44, -4.66, 3.15)
C (-2.37, -4.14, -0.13)
C (6.33, 1.54, 1.52)
C (-0.10, -0.64, -3.16)
C (0.86, 4.96, -0.93)
C (1.27, 1.88, 0.17)
C (0.90, 6.20, -1.55)
C (-1.25, 2.71, 1.11)
C (1.01, -5.14, 4.38)
C (-4.60, -0.01, -1.03)
C (-2.75, 3.24, 3.39)
C (1.23, -3.33, 2.85)
C (-2.37, 1.32, -3.96)
C (0.61, -2.46, 3.76)
C (4.04, 1.61, 0.79)
C (5.40, 1.63, 0.50)
C (-0.63, 2.79, 2.35)
C (-5.22, -2.19, 2.11)
C (2.72, -2.67, -2.17)
C (0.20, -2.95, 4.99)
C (3.74, 2.61, -3.03)
C (-3.77, -1.72, 2.14)
C (-3.72, -0.24, 2.48)
C (3.58, 2.83, -1.66)
C (-0.22, 4.11, -1.14)
C (4.56, 1.40, 3.14)
C (5.91, 1.43, 2.84)
C (0.49, 2.25, -3.79)
C (4.58, -0.64, -3.20)
C (-1.28, 4.52, -1.95)
C (4.64, 4.98, -1.88)
C (0.40, -4.29, 5.29)
C (-3.01, -2.54, 3.19)
C (-4.30, -1.49, -1.28)
H (-5.31, -3.23, 1.82)
H (-2.06, 6.08, -3.20)
H (-4.17, -0.07, 3.47)
H (1.67, 4.64, -0.29)
H (5.27, 0.20, -3.04)
H (-5.63, -3.08, -1.96)
H (2.30, -2.55, -3.18)
H (1.17, -6.18, 4.63)
H (-0.70, -1.39, -2.64)
H (4.99, 5.90, -1.43)
H (3.39, -3.54, -2.18)
H (3.88, -0.37, -3.99)
H (0.07, -4.67, 6.25)
H (5.17, -1.49, -3.55)
H (-3.68, 0.58, -1.02)
H (-5.26, 0.38, -1.82)
H (-3.49, -2.71, -2.90)
H (-2.28, -4.85, 1.94)
H (0.00, -0.95, -4.21)
H (-4.45, 3.31, 2.07)
H (5.74, 1.72, -0.53)
H (-0.51, -3.76, -1.18)
H (-0.76, -4.19, 1.32)
H (-1.94, -2.41, 3.11)
H (-4.45, -1.32, -3.43)
H (5.92, -1.04, -0.52)
H (-3.11, 2.84, 0.04)
H (-4.17, -4.52, -1.28)
H (-5.12, 0.13, -0.07)
H (-0.89, 3.10, 4.45)
H (0.03, 3.15, -4.19)
H (-5.63, -2.10, 3.13)
H (4.62, -1.30, 0.66)
H (-3.50, -5.94, -0.46)
H (1.23, 2.56, -3.05)
H (2.57, 1.46, 2.37)
H (-3.30, -2.20, 4.20)
H (4.52, 3.39, -4.87)
H (1.02, 1.75, -4.61)
H (0.44, 2.64, 2.43)
H (7.39, 1.57, 1.28)
H (-3.26, 1.16, -3.34)
H (-2.82, -1.07, -2.81)
H (-3.25, -3.60, 3.11)
H (-4.38, -4.72, 0.47)
H (3.91, 4.18, -0.03)
H (1.75, 6.85, -1.39)
H (-2.41, 0.62, -4.80)
H (-2.43, 2.34, -4.37)
H (-6.47, -1.71, -1.22)
H (1.94, -5.29, 2.43)
H (1.91, -2.91, -1.49)
H (-0.98, 0.62, 4.65)
H (3.38, 1.69, -3.46)
H (-5.64, -2.89, -0.22)
H (0.90, -0.66, -2.71)
H (-1.94, -3.77, -2.24)
H (-2.11, 3.84, -2.11)
H (4.20, 1.31, 4.16)
H (5.18, -2.64, -0.33)
H (-0.11, 7.57, -2.86)
H (-0.29, -2.28, 5.69)
H (-1.29, -5.30, -1.61)
H (-3.33, 3.44, 4.28)
H (-2.69, 0.13, 2.51)
H (6.64, 1.35, 3.63)
H (-1.30, -5.78, 0.79)
H (-4.27, 0.36, 1.75)
H (-5.83, -1.57, 1.46)
H (5.32, 5.49, -3.85)

- Look up the net charge of the second one.
  0